1.
Molecular formula: C8H10IN2
Method: DFT, the ωB97M-V functional and the def2-TZVPD basis

Output
SMILES ... Cc1[nH+]cn2c1C=CC[C@@H]2I
HOMO level ... -0.451 Eh

Structure (ORCA input):
```
! RIJCOSX wB97M-V def2-TZVPD def2/J DEFGRID3
* xyz 1 1
C -0.568 0.031 0.124
C -2.726 1.479 0.394
H -2.712 2.020 1.384
H -3.107 2.160 -0.375
C 1.637 -2.058 -0.008
C 0.784 1.690 -0.394
C 2.000 -0.637 -0.621
C 0.173 -2.323 0.056
C -0.846 -1.407 0.175
N 0.709 0.383 -0.378
N -0.414 2.209 -0.127
H 2.243 -0.800 -1.610
I 3.775 0.156 0.208
H 2.047 -2.354 1.025
H 2.062 -2.784 -0.631
H 0.072 -3.337 0.127
H 1.701 2.248 -0.629
H -0.507 3.238 0.001
C -1.313 1.243 0.185
H -3.101 0.491 0.702
H -1.909 -1.648 0.394
*
```


2.
Molecular formula: C8H10IN2
Method: DFT, the ωB97M-V functional and the def2-TZVPD basis

Output
HOMO level ... -0.467 Eh

Structure (ORCA input):
```
! RIJCOSX wB97M-V def2-TZVPD def2/J DEFGRID3
* xyz 1 1
C -1.226 -0.379 0.892
N -1.402 -1.597 1.260
N 0.259 -2.077 -0.163
C -1.496 1.001 0.861
H 1.093 -0.003 1.486
H 1.142 1.969 -0.838
C 0.783 1.784 0.194
H -2.467 1.311 1.324
C 0.001 -0.132 -1.762
H -0.540 0.853 -1.681
C 1.117 0.232 0.484
C -0.644 -2.503 0.644
H -0.605 -0.819 -2.388
H 0.717 -2.809 -0.709
H 1.243 2.380 0.889
H -1.038 2.970 0.476
I 3.428 0.021 0.068
C 0.328 -0.607 -0.312
H -0.977 -3.491 0.883
C -0.699 1.973 0.489
H 0.980 -0.078 -2.097
*
```


1 is favored, and the nearest alternative lies 2.520 eV above it.


1.
Molecular formula: C2H9NO
Method: DFT, the ωB97M-V functional and the def2-TZVPD basis

Output
SMILES ... CCO.N
HOMO level ... -0.362 Eh

Structure (ORCA input):
```
! RIJCOSX wB97M-V def2-TZVPD def2/J DEFGRID3
* xyz 0 1
O -0.031 -1.604 -0.886
H -0.789 0.981 -0.219
N 1.167 0.005 2.513
H 0.536 0.211 3.283
H -0.062 -1.284 0.206
H -1.293 1.481 -1.777
H 1.492 0.949 2.238
C -1.176 0.572 -1.157
H -2.136 0.054 -1.193
C -0.102 -0.419 -1.676
H -0.419 -0.698 -2.672
H 1.992 -0.395 2.975
H 0.822 0.146 -1.633
*
```


2.
Molecular formula: C2H9NO
Method: DFT, the ωB97M-V functional and the def2-TZVPD basis

Output
SMILES ... CNC.O
HOMO level ... -0.337 Eh

Structure (ORCA input):
```
! RIJCOSX wB97M-V def2-TZVPD def2/J DEFGRID3
* xyz 0 1
H -0.581 1.690 0.010
O -0.624 -0.390 3.189
H -0.441 1.912 -1.758
H 0.914 -1.847 -1.895
H 0.583 -0.572 -2.942
H 0.052 -0.304 3.979
H -0.288 -0.561 -0.003
N -0.314 -0.180 -1.057
H 0.042 -0.370 2.538
H 1.052 1.522 -0.682
C -0.058 1.336 -0.902
C 0.748 -0.790 -1.735
H 1.722 -0.369 -1.533
*
```


3.
Molecular formula: C2H9NO
Method: DFT, the ωB97M-V functional and the def2-TZVPD basis

Output
SMILES ... [H][H].C1CO1.N
HOMO level ... -0.376 Eh

Structure (ORCA input):
```
! RIJCOSX wB97M-V def2-TZVPD def2/J DEFGRID3
* xyz 0 1
H 0.346 -1.868 -2.415
H -4.653 1.045 -1.083
O 1.108 1.471 2.438
H 1.658 -0.249 1.264
H -0.606 0.679 1.212
C 0.240 1.345 1.252
H 0.506 -3.442 -2.010
C 1.592 0.844 1.279
H 0.187 2.323 0.805
N 0.950 -2.540 -1.977
H 2.419 1.240 0.697
H 1.054 -2.202 -1.039
H -4.800 1.355 -0.423
*
```


1 is favored, and the nearest alternative lies 0.879 eV above it.


1.
Molecular formula: C2H9NO
Method: DFT, the ωB97M-V functional and the def2-TZVPD basis

Output
HOMO level ... -0.370 Eh

Structure (ORCA input):
```
! RIJCOSX wB97M-V def2-TZVPD def2/J DEFGRID3
* xyz 0 1
H 3.418 -1.477 1.256
H 1.928 -1.883 0.464
H 3.506 -2.086 -0.185
C -0.988 0.465 1.540
H -0.805 1.503 1.814
H -3.733 3.521 -5.603
H -4.257 2.931 -5.239
O -0.741 -0.812 2.160
H -2.093 0.357 1.209
H 0.976 0.047 1.142
N 2.866 -1.514 0.371
H -0.137 -0.642 0.054
C 0.058 -0.410 1.016
*
```


2.
Molecular formula: C2H9NO
Method: DFT, the ωB97M-V functional and the def2-TZVPD basis

Output
SMILES ... [H][H].C1CO1.N
HOMO level ... -0.380 Eh

Structure (ORCA input):
```
! RIJCOSX wB97M-V def2-TZVPD def2/J DEFGRID3
* xyz 0 1
H -4.266 0.549 1.448
N 6.638 0.938 -1.903
C -4.433 -1.350 2.540
C -4.743 0.060 2.300
H 5.671 0.971 -1.586
H -5.243 -2.017 2.825
O -3.834 -0.352 3.317
H 6.566 0.871 -2.922
H -5.597 0.610 2.680
H 2.943 -0.490 -4.397
H -3.655 -1.933 2.053
H 6.949 1.903 -1.894
H 3.004 0.239 -4.463
*
```


3.
Molecular formula: C2H9NO
Method: DFT, the ωB97M-V functional and the def2-TZVPD basis

Output
SMILES ... CN.CO
HOMO level ... -0.346 Eh

Structure (ORCA input):
```
! RIJCOSX wB97M-V def2-TZVPD def2/J DEFGRID3
* xyz 0 1
H 0.289 -1.956 2.481
H 0.388 -0.586 -0.012
H 0.823 1.412 -1.090
H 0.325 -0.259 2.206
O 0.760 -1.387 0.484
H -0.526 0.131 -2.499
H -0.359 1.832 -0.101
C -1.051 0.666 -1.659
H 1.859 -1.231 2.301
N -0.044 1.045 -0.656
H -1.764 -0.028 -1.194
C 0.812 -1.177 1.910
H -1.512 1.538 -2.171
*
```


3 is favored, and the nearest alternative lies 2.011 eV above it.


1.
Molecular formula: C2H9NO
Method: DFT, the ωB97M-V functional and the def2-TZVPD basis

Output
SMILES ... NCO.C
HOMO level ... -0.342 Eh

Structure (ORCA input):
```
! RIJCOSX wB97M-V def2-TZVPD def2/J DEFGRID3
* xyz 0 1
C -1.457 1.911 1.540
H -0.309 -0.836 -1.707
H -0.850 2.453 0.910
H -1.341 0.901 1.305
H -2.393 2.179 1.311
H -0.584 0.273 -0.431
N 0.176 -1.643 0.163
H -0.709 -1.665 0.662
H -1.006 1.951 2.469
H 0.983 -1.622 0.754
C 0.125 -0.519 -0.757
O 1.388 0.020 -1.182
H 1.863 -0.643 -1.657
*
```


2.
Molecular formula: C2H9NO
Method: DFT, the ωB97M-V functional and the def2-TZVPD basis

Output
SMILES ... COC.N
HOMO level ... -0.343 Eh

Structure (ORCA input):
```
! RIJCOSX wB97M-V def2-TZVPD def2/J DEFGRID3
* xyz 0 1
H 1.896 1.253 2.545
H -2.124 -0.837 -2.923
H -2.431 0.644 -2.454
C 1.033 -0.601 -0.144
H 1.762 -1.379 -0.504
N -1.963 -0.263 -2.205
H 1.240 0.292 -0.693
C 0.926 0.824 2.121
H 0.059 -0.807 -0.236
O 1.390 -0.354 1.286
H 0.325 1.541 1.632
H 0.370 0.408 2.939
H -2.484 -0.721 -1.364
*
```


1 is favored, and the nearest alternative lies 0.652 eV above it.


1.
Molecular formula: C20H31N5O4
Method: DFT, the ωB97M-V functional and the def2-TZVPD basis

Output
SMILES ... CN(C[C@@H](O)CNC(=O)c1cnn(CC2CCC2)c1)C(=O)C[C@H]1CCCC(=O)N1
HOMO level ... -0.345 Eh

Structure (ORCA input):
```
! RIJCOSX wB97M-V def2-TZVPD def2/J DEFGRID3
* xyz 0 1
C -1.368 -3.618 4.991
H -1.704 3.269 0.808
H 0.522 3.676 0.269
C 1.570 2.211 -6.118
N 0.263 2.198 -5.728
C 0.379 -1.359 2.771
C -2.045 -6.133 4.983
C -1.000 -7.013 4.261
C 0.526 -0.824 4.068
H 3.015 1.315 0.403
C -0.363 2.979 -4.663
H 2.170 0.051 -0.508
H -2.823 3.604 -0.532
N -0.590 -2.611 4.279
H -2.358 -3.211 5.210
H -1.828 -6.057 6.051
H 0.260 -5.641 2.959
C -1.481 -4.912 4.223
N -0.063 -1.586 4.973
C 0.435 4.256 -4.422
C -0.200 -5.731 3.941
H -2.048 -4.769 3.300
H -1.366 3.252 -4.987
H 2.502 4.072 -6.365
H 0.556 -5.530 4.703
C -0.495 2.122 -3.398
C 2.045 0.853 0.219
H -1.413 -7.462 3.357
H 3.444 2.910 -5.457
C -1.374 2.788 -2.352
C 1.110 1.914 -0.340
O -2.213 3.611 -2.687
H -0.981 1.174 -3.656
H -3.099 -6.369 4.853
C 1.923 3.961 -4.288
O 2.001 1.397 -6.914
H -2.819 2.014 0.264
H -0.858 -3.781 5.941
H -0.218 0.543 -1.344
C 0.851 -0.895 1.453
H -0.504 -7.786 4.843
H -0.679 0.933 0.295
H -0.687 -3.242 2.248
O 1.067 2.964 0.620
C -0.350 -2.513 2.963
H -0.261 1.430 -6.122
H 2.105 3.296 -3.439
N 1.564 0.264 1.449
H 1.554 2.292 -1.270
H 2.473 4.880 -4.079
H 1.035 0.072 4.387
C -0.281 1.361 -0.626
N -1.225 2.389 -1.054
O 0.607 -1.511 0.425
H 1.666 0.787 2.300
H 0.041 4.752 -3.535
H 0.277 4.934 -5.264
H 0.492 1.858 -3.025
C -2.197 2.848 -0.069
C 2.442 3.322 -5.570
*
```


2.
Molecular formula: C20H31N5O4
Method: DFT, the ωB97M-V functional and the def2-TZVPD basis

Output
SMILES ... CC(C)Cn1[nH]c(CC(=O)N2CC(CN(C)C(=O)CC(=O)NC3CC3)C2)cc1=O
HOMO level ... -0.316 Eh

Structure (ORCA input):
```
! RIJCOSX wB97M-V def2-TZVPD def2/J DEFGRID3
* xyz 0 1
H -2.982 3.211 0.020
C 2.006 -2.559 0.911
H -0.608 2.159 3.728
C 1.119 0.096 4.143
H -1.904 -1.058 -1.504
H -1.443 1.206 0.512
H -4.472 1.007 -3.970
C -3.691 0.787 -3.258
H 0.252 -2.406 -3.834
H -0.028 3.656 -0.651
C -4.068 0.554 -1.817
C -0.646 3.759 1.392
H 0.798 -0.757 1.387
H -2.739 1.263 -3.453
H -5.109 0.618 -1.536
C 0.350 -2.092 -1.704
H -2.313 3.372 -1.605
C 2.342 -3.353 -2.501
O -0.173 -1.406 -0.828
C 2.279 -0.832 3.819
N -0.024 1.942 2.928
O 2.209 3.733 1.025
C -0.692 1.702 -0.111
C 2.188 1.818 2.546
H 1.651 -3.940 -3.097
H -4.394 -1.295 -3.006
C 1.155 1.269 3.212
N 1.636 -2.489 -1.570
N 2.029 -1.749 2.858
H -1.594 3.684 1.931
N -2.370 -1.188 -2.394
C -1.720 -1.897 -3.334
H 0.088 -2.250 2.046
H 3.876 -1.708 1.799
C 2.397 -1.968 -0.437
H -2.296 4.751 -0.506
H 3.445 -2.192 -0.638
C 3.055 -2.390 2.037
N 0.347 3.087 2.210
H 1.241 0.428 5.175
O 3.364 -0.729 4.361
H 3.467 -3.305 2.461
C -0.382 -2.535 -2.958
H 0.289 1.353 0.214
H 3.208 1.474 2.527
H 2.963 -4.050 -1.938
C 1.019 -1.747 1.785
H 2.294 -0.880 -0.403
H -3.371 0.893 -1.063
H 2.987 -2.780 -3.173
H 1.697 -3.597 0.784
C -3.641 -0.593 -2.673
C -0.817 3.219 -0.036
C -2.177 3.667 -0.563
C 1.678 2.983 1.826
H -0.827 1.360 -1.139
H -0.575 -3.610 -2.886
O -2.154 -2.094 -4.455
H 0.161 -0.417 4.047
H -0.373 4.814 1.357
*
```


1 is favored, and the nearest alternative lies 1.295 eV above it.


1.
Molecular formula: C20H31N5O4
Method: DFT, the ωB97M-V functional and the def2-TZVPD basis

Output
SMILES ... CN(C[C@@H](O)CNC(=O)c1cnn(CC2CCC2)c1)C(=O)C[C@H]1CCCC(=O)N1
HOMO level ... -0.346 Eh

Structure (ORCA input):
```
! RIJCOSX wB97M-V def2-TZVPD def2/J DEFGRID3
* xyz 0 1
O -1.438 -2.421 0.647
H 1.052 -1.012 -1.127
H -0.965 7.805 4.182
H 2.450 -1.692 2.080
C 0.670 -5.757 -4.392
O -0.352 1.738 -0.730
C 1.806 -4.859 -4.835
H -1.323 -0.168 -1.781
H 0.252 8.356 3.015
H 2.132 -6.678 -2.311
C 1.621 -5.736 -2.091
H -2.623 8.964 2.724
H -1.553 8.761 1.327
N -1.886 0.316 0.138
C -1.142 1.456 0.159
C 1.607 -2.348 1.846
C -1.738 -0.670 -0.909
H 0.387 5.127 3.677
N 2.680 -4.443 -3.876
C -2.236 2.254 2.419
C 2.202 -3.272 -0.299
H -0.182 -5.527 -5.030
H 3.544 -4.804 -2.022
H 1.828 -3.336 2.240
C -0.843 -1.829 -0.500
C 0.338 -5.663 -2.908
O 1.962 -4.556 -6.005
C 0.588 -1.379 -0.211
H -0.874 -3.149 0.931
H 1.424 -5.725 -1.019
H 0.710 -1.952 2.318
N -1.087 4.008 2.708
H -0.840 -2.554 -1.325
H -2.721 -1.065 -1.168
C 2.558 -4.581 -2.429
H -2.397 0.050 0.962
C -1.890 8.307 2.259
H -0.192 -4.727 -2.702
C -0.699 7.838 3.124
C -2.278 6.825 2.060
H 0.568 -0.538 0.481
C -0.841 6.442 2.476
H -0.198 6.370 1.595
C -0.656 5.233 3.366
C 2.092 -3.257 -1.813
H 0.161 3.940 0.986
H 3.414 -3.851 -4.234
N 1.387 -2.434 0.407
H -2.999 6.491 2.810
H 2.731 -2.446 -2.179
C -1.346 2.333 1.327
H -2.992 1.515 2.637
H 1.083 -3.026 -2.152
N -2.070 3.267 3.250
C -0.627 3.486 1.562
H -1.272 5.315 4.260
H 0.981 -6.776 -4.640
O 2.999 -4.008 0.262
H -2.623 6.510 1.077
H -0.342 -6.467 -2.624
*
```


2.
Molecular formula: C20H31N5O4
Method: DFT, the ωB97M-V functional and the def2-TZVPD basis

Output
SMILES ... CC(C)Cn1[nH]c(CC(=O)N2CC(CN(C)C(=O)CC(=O)NC3CC3)C2)cc1=O
HOMO level ... -0.316 Eh

Structure (ORCA input):
```
! RIJCOSX wB97M-V def2-TZVPD def2/J DEFGRID3
* xyz 0 1
H 0.075 -0.196 -2.641
C 2.321 0.872 -3.742
C -1.456 2.754 2.957
H -1.136 -3.421 -2.729
C -2.418 0.784 0.915
C 3.177 0.621 0.729
H -4.031 -3.533 -0.435
C -1.514 -1.711 -1.474
C -2.418 -1.833 0.758
C -3.726 -0.210 2.302
O -0.987 -0.650 -1.146
O -2.987 1.604 4.405
C 1.386 -0.130 -4.337
C -1.313 -2.351 -2.835
C 3.203 1.715 1.807
H 3.286 2.697 1.332
C 4.170 0.997 -0.367
N 0.924 2.516 2.272
H -1.413 -1.682 1.160
H 3.001 -1.192 -3.275
H -1.584 3.201 1.969
C 1.631 0.693 3.442
C -3.042 -3.587 -0.891
O 2.365 -0.228 3.757
O 0.079 -2.533 -4.734
H 5.170 1.169 0.036
N 0.368 -0.667 -3.488
H -2.897 -2.610 1.356
H -3.312 -0.838 3.096
H -3.184 -3.718 -1.959
H 2.195 1.101 -2.692
H -1.339 0.643 0.969
H 1.816 -0.370 -0.627
H -4.015 -0.532 0.137
N -2.318 -2.361 -0.601
H -2.526 -4.464 -0.494
H -4.806 -0.146 2.428
H 3.463 -0.626 -4.948
C -0.206 -1.852 -3.765
H -2.650 1.503 0.130
C -0.143 2.034 3.015
C -3.216 -0.542 0.878
H -1.488 3.543 3.710
H 3.851 1.913 -0.873
H -0.423 0.305 4.302
H 1.405 1.323 -0.324
H 1.065 0.091 0.890
C 1.789 0.409 0.138
H 3.493 -0.313 1.200
H 2.629 1.705 -4.356
C 2.816 -0.508 -4.091
H -2.243 -2.259 -3.404
H 1.080 3.517 2.328
C -2.575 1.775 3.273
H 4.244 0.210 -1.119
H 1.082 -0.001 -5.367
N -3.048 1.082 2.213
N 2.043 1.777 2.677
H 4.077 1.586 2.444
C 0.210 0.925 3.691
*
```


1 is favored, and the nearest alternative lies 1.329 eV above it.


1.
Molecular formula: C4H3NO3
Method: DFT, the ωB97M-V functional and the def2-TZVPD basis

Output
SMILES ... O=COc1cocn1
HOMO level ... -0.356 Eh

Structure (ORCA input):
```
! RIJCOSX wB97M-V def2-TZVPD def2/J DEFGRID3
* xyz 0 1
O -1.123 -1.047 0.132
C 0.389 0.766 0.299
H 3.277 -0.303 -0.213
C -2.299 -0.224 -0.072
O -2.173 0.933 -0.073
N 1.397 -1.156 0.008
C 0.110 -0.497 0.100
H -0.417 1.647 0.228
H -3.264 -0.904 -0.265
O 1.884 1.041 -0.038
C 2.219 -0.256 -0.105
*
```


2.
Molecular formula: C4H3NO3
Method: DFT, the ωB97M-V functional and the def2-TZVPD basis

Output
HOMO level ... -0.325 Eh

Structure (ORCA input):
```
! RIJCOSX wB97M-V def2-TZVPD def2/J DEFGRID3
* xyz 0 1
N 0.013 1.722 -0.010
C -0.817 0.706 0.001
H 2.869 -0.419 0.220
O 1.275 1.017 0.003
C -2.174 0.014 0.047
H -2.708 0.106 0.974
C 1.063 -0.338 -0.058
O 2.171 -1.076 0.023
C -0.282 -0.577 -0.048
H -2.759 0.327 -0.794
O -1.475 -1.303 -0.024
*
```


3.
Molecular formula: C4H3NO3
Method: DFT, the ωB97M-V functional and the def2-TZVPD basis

Output
HOMO level (alpha / beta) ... -0.338 / -0.338 Eh

Structure (ORCA input):
```
! RIJCOSX wB97M-V def2-TZVPD def2/J DEFGRID3
* xyz 0 1
C 2.004 0.548 0.089
H -1.072 -2.348 -0.051
H 2.167 1.612 0.344
C -1.138 1.028 -0.053
O 2.762 -0.099 -0.592
C -0.750 -1.320 0.030
O -1.095 2.180 -0.005
N 0.834 0.160 0.625
H -2.594 -0.364 -0.569
O 0.465 -1.162 0.410
C -1.583 -0.236 -0.228
*
```


1 is favored, and the nearest alternative lies 0.802 eV above it.


1.
Molecular formula: C8H14N2O3
Method: DFT, the ωB97M-V functional and the def2-TZVPD basis

Output
HOMO level (alpha / beta) ... -0.307 / -0.328 Eh

Structure (ORCA input):
```
! RIJCOSX wB97M-V def2-TZVPD def2/J DEFGRID3
* xyz 0 1
C 4.025 1.378 -0.666
H -3.562 0.972 1.075
N -1.924 -1.866 -0.512
H -0.615 -0.421 1.116
C -2.656 0.450 1.522
N -0.622 1.496 0.233
C 3.034 -1.526 0.703
C 0.510 1.232 -0.215
O -1.784 -2.478 0.734
H -1.976 -3.337 0.529
H -2.604 -0.698 -2.366
C -1.403 0.244 0.721
H -1.954 1.031 -1.963
H -2.478 0.864 2.556
C -1.838 -0.084 -1.900
C -1.810 -0.593 -0.510
H 5.000 1.376 -0.178
H 2.953 -1.028 1.695
H 0.661 0.176 -0.511
H 3.661 2.246 -1.162
H 2.894 -2.652 0.789
O -1.210 2.576 0.392
H 1.170 1.903 -0.717
C 3.277 -0.844 -0.400
H -0.795 -0.308 -2.215
H -3.130 -0.568 1.769
O 3.174 0.456 -0.521
*
```


2.
Molecular formula: C8H14N2O3
Method: DFT, the ωB97M-V functional and the def2-TZVPD basis

Output
SMILES ... C[C@H](NC(=O)[C@@H]1CCCN1)C(=O)O
HOMO level ... -0.356 Eh

Structure (ORCA input):
```
! RIJCOSX wB97M-V def2-TZVPD def2/J DEFGRID3
* xyz 0 1
H 1.519 -0.254 0.610
H -0.673 -0.757 -1.520
H -2.249 -2.443 2.003
H -2.027 -2.564 -0.851
H 1.134 0.540 -1.408
N -0.273 1.605 -0.445
H 1.653 3.510 -1.533
C -1.107 0.623 0.096
O -1.899 0.878 1.015
H -0.561 -0.647 2.139
H -1.132 -3.479 1.121
C 2.009 1.596 0.259
O 2.120 0.456 0.990
H 0.542 2.759 -2.640
H 2.230 2.270 -2.610
H 0.586 -2.108 2.174
O 2.458 2.671 0.723
C -0.890 -0.772 -0.423
C -1.415 -2.433 1.267
C -1.872 -1.804 -0.040
H -2.907 -1.351 0.038
H 0.676 -2.065 -0.125
H -0.418 2.490 0.083
N 0.330 -1.194 0.333
C -0.230 -1.599 1.668
C 1.043 1.531 -0.902
C 1.353 2.541 -2.023
*
```


2 is favored, and the nearest alternative lies 10.471 eV above it.